Record 1
Molecular formula: C46H66I2N3O24P2
Method: DFT, ωB97M-V with the def2-TZVPD basis set

Computed properties:
- M: 1360.79 g mol⁻¹
- HOMO-LUMO gap: 6.1 eV
- HOMO level: -10.554 eV
- E_tot: -5040.49205 Eh
- Largest force on an atom: 3.0 eV/Å

Geometry as ORCA input:
```
! wB97M-V def2-TZVPD RIJCOSX def2/J DEFGRID3
* xyz 1 1
C -2.768 -0.268 -3.583
C -1.355 -0.857 -3.516
O -1.135 -1.752 -2.724
N -0.389 -0.367 -4.433
C -0.309 1.099 -4.613
C 0.840 -1.052 -4.386
C 1.788 -0.761 -3.426
C 1.628 0.295 -2.338
O 0.486 0.120 -1.519
C 0.792 0.095 -0.165
C 1.374 -1.062 0.345
C 1.651 -1.145 1.694
C 2.314 -2.444 2.202
C 1.361 -0.122 2.579
C 0.801 1.034 2.046
C 0.516 1.138 0.693
C -0.111 2.428 0.177
C 0.707 3.664 0.655
C -1.575 2.592 0.645
C 3.011 -1.444 -3.441
C 4.104 -1.148 -2.480
I 4.921 0.818 -2.671
C 4.543 -2.054 -1.593
C 3.902 -3.447 -1.529
I 6.142 -1.561 -0.305
C 3.210 -2.437 -4.416
C 2.230 -2.715 -5.317
P 2.619 -4.122 -6.550
N 4.312 -4.250 -6.571
O 2.106 -5.490 -5.753
N 1.049 -2.014 -5.325
P -0.120 -2.464 -6.553
O 0.453 -2.252 -7.866
O -0.523 -3.999 -6.290
O -1.492 -1.645 -6.457
H -3.319 -0.518 -2.677
H -2.790 0.792 -3.851
H -3.256 -0.807 -4.413
H -1.054 1.456 -5.333
H 0.697 1.456 -4.849
H -0.578 1.581 -3.659
H 1.518 1.273 -2.837
H 2.511 0.380 -1.704
H 1.598 -1.903 -0.312
H 1.572 -3.248 2.146
H 3.135 -2.653 1.501
H 2.687 -2.266 3.213
H 1.565 -0.231 3.642
H 0.558 1.838 2.741
H -0.023 2.434 -0.921
H 0.575 4.531 -0.005
H 1.781 3.452 0.705
H 0.382 3.986 1.655
H -1.615 2.979 1.666
H -2.116 3.270 -0.027
H -2.041 1.600 0.588
H 2.816 -3.308 -1.601
H 4.248 -3.998 -2.412
H 4.173 -3.985 -0.618
H 4.142 -2.996 -4.433
H 4.638 -4.954 -5.908
H 4.634 -4.509 -7.497
H 1.540 -5.275 -5.000
H -1.209 -3.992 -5.596
H -2.145 -2.037 -7.059
C -2.197 -1.118 5.261
C -3.041 -0.042 4.618
C -3.010 -0.050 3.114
O -3.288 1.320 2.800
C -2.831 2.061 3.845
O -2.710 3.244 3.828
O -2.519 1.269 4.900
H -1.901 -0.829 6.266
H -2.744 -2.061 5.311
H -1.283 -1.287 4.697
H -4.065 -0.080 5.003
H -3.753 -0.711 2.672
H -2.024 -0.298 2.711
C 3.243 7.444 1.806
C 3.550 6.154 1.081
C 4.840 6.159 0.302
O 4.574 5.189 -0.723
C 3.233 5.205 -0.934
O 2.683 4.678 -1.849
O 2.597 5.906 0.033
H 2.171 7.546 1.974
H 3.756 7.478 2.767
H 3.560 8.311 1.223
H 3.505 5.311 1.778
H 5.703 5.872 0.899
H 5.043 7.118 -0.181
C 1.575 -5.691 7.382
C 1.152 -4.268 7.664
C -0.338 -4.069 7.772
O -0.477 -2.689 7.395
C 0.543 -2.406 6.555
O 0.618 -1.417 5.895
O 1.468 -3.400 6.559
H 2.553 -5.715 6.900
H 1.622 -6.270 8.304
H 0.873 -6.185 6.707
H 1.678 -3.889 8.546
H -0.717 -4.242 8.774
H -0.893 -4.668 7.071
C -1.284 9.148 -1.876
C -0.104 8.941 -0.954
C 0.042 7.536 -0.426
O 0.733 7.752 0.808
C 0.387 8.994 1.244
O 0.620 9.415 2.328
O -0.262 9.682 0.266
H -1.592 10.193 -1.879
H -1.034 8.851 -2.895
H -2.145 8.561 -1.554
H 0.816 9.286 -1.436
H 0.615 6.887 -1.086
H -0.917 7.061 -0.201
C -1.191 -1.768 -10.587
C -2.643 -1.349 -10.537
C -3.626 -2.494 -10.512
O -4.790 -1.902 -11.089
C -4.358 -0.922 -11.933
O -5.041 -0.365 -12.723
O -3.032 -0.675 -11.741
H -0.576 -0.981 -11.024
H -0.814 -1.993 -9.586
H -1.058 -2.658 -11.205
H -2.806 -0.658 -9.702
H -3.834 -2.861 -9.507
H -3.319 -3.333 -11.141
C -4.501 -6.075 11.749
C -3.757 -5.122 10.842
C -4.613 -4.052 10.216
O -3.887 -3.757 9.015
C -3.228 -4.888 8.668
O -2.689 -5.058 7.619
O -3.259 -5.798 9.671
H -3.977 -7.028 11.820
H -4.605 -5.654 12.749
H -5.501 -6.287 11.366
H -2.900 -4.694 11.369
H -4.716 -3.166 10.839
H -5.606 -4.408 9.935
*
```

Record 2
Molecular formula: C34H41BrIMgN6O4S
Method: DFT, ωB97M-V with the def2-TZVPD basis set

Computed properties:
- M: 860.92 g mol⁻¹
- HOMO-LUMO gap: 5.8 eV
- HOMO level: -4.459 eV
- E_tot: -5419.90755 Eh
- Largest force on an atom: 0.2 eV/Å

Geometry as ORCA input:
```
! wB97M-V def2-TZVPD RIJCOSX def2/J DEFGRID3
* xyz -1 1
Mg 0.305 -0.303 -0.072
C -3.574 -2.528 0.244
C -2.260 -1.918 -0.144
N -1.469 -1.412 0.746
O -2.086 -1.342 2.024
C -1.866 -1.806 -1.526
C -2.416 -2.618 -2.653
N -0.942 -0.886 -1.772
O -0.569 -0.720 -2.967
H -4.182 -1.789 0.766
H -3.417 -3.356 0.935
H -4.115 -2.878 -0.630
H -1.324 -1.425 2.609
H -2.977 -3.483 -2.303
H -1.584 -2.962 -3.271
H -3.053 -2.020 -3.313
C 0.528 3.873 -0.526
C -0.801 3.457 -1.082
C -1.376 4.195 -2.110
C -2.651 3.908 -2.565
C -3.372 2.882 -1.977
C -2.822 2.098 -0.970
C -3.647 0.985 -0.383
C -1.518 2.378 -0.555
N -0.852 1.561 0.426
C -1.050 1.742 1.667
C -2.007 2.748 2.235
C -0.188 0.965 2.640
C -0.402 1.224 4.102
N 0.683 0.168 2.163
C 1.741 -0.340 2.982
C 1.907 -1.722 3.141
C 0.918 -2.716 2.606
C 3.019 -2.179 3.835
C 3.950 -1.301 4.362
C 3.768 0.059 4.202
C 2.671 0.566 3.515
C 2.560 2.062 3.362
H 1.090 4.439 -1.269
H 1.142 3.025 -0.231
H 0.383 4.509 0.356
H -0.793 4.987 -2.564
H -3.083 4.485 -3.372
H -4.381 2.666 -2.309
H -4.705 1.250 -0.409
H -3.378 0.746 0.647
H -3.516 0.077 -0.974
H -2.534 3.264 1.438
H -1.475 3.485 2.839
H -2.733 2.252 2.882
H -1.445 1.013 4.351
H -0.218 2.269 4.352
H 0.249 0.598 4.705
H -0.025 -2.693 3.165
H 1.311 -3.725 2.713
H 0.722 -2.557 1.547
H 3.157 -3.248 3.944
H 4.821 -1.678 4.884
H 4.502 0.755 4.593
H 3.554 2.492 3.243
H 2.108 2.513 4.250
H 1.983 2.359 2.489
I 2.555 4.388 -3.969
S 2.810 1.124 0.125
C 3.897 0.952 -1.160
N 3.942 1.648 -2.282
C 5.086 1.289 -3.107
C 5.541 -0.030 -2.462
N 4.921 0.060 -1.140
H 3.351 2.456 -2.506
H 5.850 2.067 -3.040
H 4.794 1.178 -4.149
H 6.625 -0.101 -2.386
H 5.164 -0.896 -3.008
H 4.807 -0.753 -0.554
Br 5.023 -4.305 -5.234
C 3.932 -3.017 -4.349
C 3.513 -1.898 -5.052
C 2.732 -0.956 -4.398
C 2.370 -1.147 -3.071
C 2.787 -2.279 -2.383
C 3.587 -3.220 -3.027
C 2.413 -2.520 -0.925
O 3.005 -3.399 -0.304
O 1.497 -1.765 -0.455
H 3.799 -1.768 -6.087
H 2.396 -0.067 -4.918
H 1.750 -0.412 -2.585
H 3.919 -4.088 -2.475
*
```